Entry from the Open Molecules 2025 dataset: a 2-piece molecular cluster, C19H14Cl2N2O4S overall in a non-equilibrium geometry (ωB97M-V with the def2-TZVPD basis set).

Highest occupied orbital energy (eV): -7.87
Total charge: 0
Lowest unoccupied orbital energy (eV): -2.92
Calculated total energy (eV): -66976.16744

Structure (XYZ):
```
42
C19H14Cl2N2O4S ωB97M-V with the def2-TZVPD basis set
N 1.374 2.917 2.810
C 0.806 1.893 2.878
C 0.083 0.665 2.900
C 0.699 -0.532 2.642
C 2.109 -0.643 2.600
N 3.281 -0.742 2.676
C -0.017 -1.818 2.731
O 0.584 -2.887 2.683
C -1.495 -1.717 2.909
Cl -2.331 -3.200 2.819
C -2.129 -0.527 3.128
Cl -3.818 -0.392 3.331
C -1.361 0.758 3.228
O -1.892 1.828 3.514
C -4.687 0.608 -3.350
O -4.110 -0.632 -2.888
C -2.832 -0.617 -2.424
C -2.352 -1.831 -1.874
C -1.123 -1.859 -1.253
C -0.315 -0.708 -1.167
C 1.030 -0.848 -0.514
C 1.828 0.313 -0.270
S 3.500 0.101 -0.092
C 4.237 0.480 -1.711
C 4.005 1.658 0.706
O 1.458 -1.983 -0.218
C -0.752 0.462 -1.803
C -2.003 0.535 -2.417
H -5.712 0.332 -3.589
H -4.673 1.382 -2.570
H -4.165 0.968 -4.247
H -2.987 -2.714 -1.917
H -0.754 -2.793 -0.835
H 1.453 1.329 -0.306
H 5.312 0.410 -1.531
H 3.925 -0.288 -2.418
H 3.939 1.483 -2.024
H 5.063 1.531 0.952
H 3.851 2.466 -0.016
H 3.429 1.813 1.624
H -0.096 1.332 -1.835
H -2.362 1.467 -2.864
```

---

Entry from the Open Molecules 2025 dataset: C31H30N4O3STeYb as an isolated structure in a non-equilibrium geometry (ωB97M-V with the def2-TZVPD basis set).

Multiplicity: 2
Highest occupied orbital energy (alpha / beta) (eV): -10.19 / -10.19
ΔE to the lowest compared entry with this formula, charge and spin (kcal/mol): 6.2
Total charge: +1
Lowest unoccupied orbital energy (alpha / beta) (eV): -4.13 / -4.13
Calculated total energy (eV): -94391.78318

Structure (XYZ):
```
71
C31H30N4O3STeYb ωB97M-V with the def2-TZVPD basis set
Yb -0.145 -0.974 1.264
O 6.444 -2.413 -3.493
C 5.553 -1.396 -3.391
O 5.527 -0.508 -4.200
C 4.614 -1.358 -2.180
C 5.115 -1.370 -0.879
C 4.328 -0.961 0.197
C 2.967 -0.653 -0.013
C 2.443 -0.708 -1.287
C 3.215 -1.050 -2.376
N 2.094 -0.199 0.998
C 2.562 0.748 1.772
C 1.663 1.393 2.724
C 2.004 2.477 3.531
C 1.081 3.193 4.196
C -0.241 2.758 4.185
C -0.497 1.595 3.468
N 0.428 0.934 2.782
H 6.329 -2.973 -2.705
H 6.177 -1.578 -0.731
H 4.764 -1.067 1.162
H 1.442 -0.275 -1.413
H 2.828 -0.935 -3.381
H 3.570 1.147 1.625
H 3.042 2.784 3.484
H 1.339 4.026 4.827
H -1.071 3.250 4.694
H -1.489 1.172 3.582
C -4.045 -2.321 -0.670
C -4.761 -1.108 -0.182
N -3.882 0.040 -0.381
C -4.006 0.925 -1.594
C -2.991 0.664 -2.704
C -2.981 0.367 0.531
S -2.757 -0.691 1.901
N -2.306 1.555 0.415
C -1.045 1.582 0.074
O -0.409 0.470 -0.267
C -0.281 2.905 0.213
C 1.033 2.958 -0.257
C 1.843 4.054 0.100
C 1.262 5.070 0.847
C -0.082 5.031 1.211
C -0.837 3.901 0.950
H -4.740 -3.211 -0.733
H -3.205 -2.637 -0.017
H -3.640 -2.207 -1.702
H -4.934 -1.204 0.866
H -5.694 -0.991 -0.659
H -3.990 1.956 -1.312
H -5.021 0.736 -2.003
H -2.053 0.976 -2.362
H -3.276 1.321 -3.564
H -3.006 -0.376 -3.003
H 1.487 2.181 -0.867
H 2.906 4.048 -0.164
H 1.848 5.941 1.066
H -0.497 5.881 1.718
H -1.851 3.807 1.313
Te 1.192 -3.419 1.876
C -0.415 -3.647 0.439
C -0.465 -2.929 -0.823
C -1.337 -3.276 -1.813
C -2.124 -4.436 -1.651
C -2.066 -5.099 -0.481
C -1.280 -4.713 0.574
H 0.322 -2.185 -1.102
H -1.338 -2.799 -2.800
H -2.845 -4.748 -2.474
H -2.557 -6.078 -0.386
H -1.261 -5.347 1.438
```

---

Entry from the Open Molecules 2025 dataset: a 2-piece molecular cluster, C2H8NO overall in a non-equilibrium geometry (ωB97M-V with the def2-TZVPD basis set).

Multiplicity: 2
Highest occupied orbital energy (alpha / beta) (eV): -5.64 / -9.38
ΔE to the lowest compared entry with this formula, charge and spin (kcal/mol): 9.4
Total charge: 0
Lowest unoccupied orbital energy (alpha / beta) (eV): 0.62 / 0.62
Calculated total energy (eV): -5739.29601

Structure (XYZ):
```
12
C2H8NO ωB97M-V with the def2-TZVPD basis set
C -1.515 0.388 0.659
C 0.218 -1.295 1.190
N -0.325 -0.362 0.320
H -1.270 1.449 0.631
H -1.863 0.052 1.623
H -2.296 0.180 -0.076
H -0.309 -1.464 2.105
H 1.299 -1.400 1.181
H 0.258 -0.111 -0.453
H 1.581 0.731 -2.683
H 1.960 1.503 -1.376
O 1.345 0.873 -1.757
```

---

Entry from the Open Molecules 2025 dataset: C3H11Cl2N2O2Pb as an isolated structure in a non-equilibrium geometry (ωB97M-V with the def2-TZVPD basis set).

Highest occupied orbital energy (eV): -13.64
Total charge: +1
Lowest unoccupied orbital energy (eV): -3.90
Calculated total energy (eV): -40651.72363

Structure (XYZ):
```
21
C3H11Cl2N2O2Pb ωB97M-V with the def2-TZVPD basis set
C 2.603 1.548 -0.622
Pb 0.182 -1.183 0.128
N -1.853 -2.083 -0.489
N 0.168 0.003 -2.811
H -2.553 -1.409 -0.215
H 3.208 0.685 -0.768
H 2.854 2.069 0.339
H 1.500 1.408 -0.595
H 2.861 2.364 -1.337
H -0.807 0.238 -3.057
H 0.396 -0.682 -3.555
H 0.691 0.861 -3.091
H -2.087 -2.433 -1.419
H -1.930 -2.880 0.150
Cl -0.814 -1.831 2.511
C -0.478 -0.065 2.954
Cl 1.303 0.311 2.704
C -1.340 0.780 1.989
O -2.017 1.688 2.465
O -1.152 0.491 0.723
H -0.737 0.120 3.998
```

---

Number 3 is which compound?
C2H8NO